1.
ORCA calculation (ωB97M-V with the def2-TZVPD basis set) on a cluster of 10 separate species, C39H64N10O13 in total.

Structure (XYZ):
```
126
Properties=species:S:1:pos:R:3:lowdin_charge:R:1
O 2.2067 -0.1197 2.7689 0.01
N 2.3747 -0.1267 1.5259 -0.31
O 3.5547 0.0513 1.0529 0.02
C 1.2517 -0.5127 0.7239 -0.07
C 1.3427 -0.6647 -0.8171 0.02
C 0.1797 -1.0257 -1.5991 -0.01
C -1.1473 -1.4177 -0.8741 0.01
C -1.2563 -1.3407 0.5689 -0.02
C -0.0823 -0.8957 1.4109 0.08
H 2.3487 -0.4177 -1.2591 0.10
H 0.2647 -1.0397 -2.6811 0.07
H -1.8733 -1.6687 -1.4481 -0.02
H -2.1703 -1.7187 0.9949 0.05
H -0.1283 -0.7037 2.4049 0.03
O -6.4823 -1.5637 -1.9601 0.04
N -6.5743 -0.3227 -1.8191 -0.30
O -7.6633 0.2733 -1.7551 0.05
C -5.3363 0.5163 -2.2191 -0.10
C -5.3433 1.9743 -2.1751 -0.01
C -4.2663 2.7763 -2.9621 0.03
C -3.0033 1.8803 -3.4631 -0.06
C -2.9073 0.5123 -3.3271 -0.05
C -4.0953 -0.1567 -2.6341 0.06
H -6.1993 2.6493 -1.8551 0.11
H -4.2843 3.8893 -3.1331 0.08
H -2.0883 2.2513 -3.8061 0.03
H -1.9713 0.1233 -3.6231 0.07
H -4.0393 -1.1777 -2.7021 0.04
O -7.0163 -6.1437 2.5779 0.01
N -6.8073 -6.6937 1.4359 -0.35
O -7.5293 -7.5427 0.9859 0.08
C -6.0173 -5.8907 0.4719 -0.05
C -6.0673 -6.1137 -1.0131 0.01
C -5.3503 -5.2197 -1.9691 0.01
C -4.4753 -4.1127 -1.3261 -0.11
C -4.3693 -3.7607 -0.0671 -0.07
C -5.0833 -4.6677 0.9489 0.14
H -6.7123 -6.8377 -1.1981 0.03
H -5.2143 -5.3937 -3.1291 0.12
H -3.8493 -3.5087 -1.9511 0.06
H -3.6923 -3.0757 0.2239 0.03
H -4.9713 -4.5557 1.9909 0.06
C 1.1847 2.7703 4.6809 -0.09
N 0.1427 3.6593 4.2099 -0.24
C 0.4877 4.9843 4.0569 -0.11
C -1.1393 3.1493 3.7659 -0.29
O -1.9433 3.8563 3.2119 0.02
H 1.3477 1.8993 4.0879 0.04
H 0.7487 2.4333 5.6029 0.08
H 2.2117 3.1983 4.8799 0.11
H 0.8137 5.0103 2.9749 0.12
H 1.2607 5.2303 4.9349 0.14
H -0.1873 5.6913 3.7359 0.05
H -1.1593 1.9773 3.9809 0.16
C -0.0703 4.4733 -4.8031 -0.01
N 0.3947 3.0263 -4.8001 -0.18
C 0.1547 2.1413 -5.8801 -0.08
C 0.9747 2.5773 -3.7111 -0.33
O 1.3197 1.3763 -3.4991 -0.05
H -0.9863 4.4883 -5.3921 0.08
H 0.6477 5.1233 -5.1241 0.04
H -0.4373 4.8223 -3.7341 0.13
H -0.6133 1.4033 -5.8631 0.06
H 1.0317 1.4783 -6.0801 0.09
H -0.0583 2.6843 -6.9031 0.13
H 1.1657 3.3423 -2.8521 0.16
C 7.5627 0.5963 3.0289 -0.07
N 7.6407 1.3063 1.8339 -0.20
C 9.0107 1.6263 1.2949 0.01
C 6.4777 1.7493 1.2059 -0.19
O 6.5137 2.3553 0.0269 -0.10
H 7.8297 1.3663 3.7609 0.12
H 8.2557 -0.0637 2.8829 0.03
H 6.7907 0.0123 3.2609 0.06
H 9.1067 2.0103 0.2889 0.08
H 9.6267 0.7073 1.3039 0.10
H 9.2357 2.3543 1.9839 0.06
H 5.5137 1.4573 1.6019 0.10
C 3.5467 -0.1457 6.0229 -0.07
N 3.3147 -0.7517 7.2879 -0.11
C 4.4907 -0.6187 8.2059 0.03
C 2.0727 -1.1627 7.6989 -0.25
O 1.8627 -1.4617 8.9059 -0.02
H 3.2807 -0.7647 5.3559 0.00
H 4.5317 0.4683 5.8279 0.14
H 3.0127 0.7413 5.6399 0.07
H 4.5987 -1.3867 8.7519 0.04
H 4.3447 0.1163 8.7029 0.01
H 5.3837 -0.6047 7.8189 0.06
H 1.4127 -1.0867 6.9639 0.09
C -3.9863 0.9593 4.4719 -0.05
N -3.7553 0.0753 3.3109 -0.18
C -3.0093 -1.1737 3.6019 -0.01
C -4.4493 0.3543 2.1209 -0.19
O -4.4903 -0.6707 1.2949 -0.12
H -3.3163 0.6653 5.2529 0.07
H -5.0443 0.5293 4.6119 0.13
H -3.9423 1.9773 4.2619 0.05
H -3.6003 -2.0067 3.4349 0.07
H -2.8633 -1.1637 4.6019 0.05
H -2.0723 -1.3407 3.1809 0.04
H -4.8793 1.3923 1.7579 0.17
C 4.2807 1.7113 -4.3581 -0.05
N 4.1627 2.7563 -3.3701 -0.19
C 4.3407 4.1223 -3.6981 -0.06
C 3.8217 2.4533 -2.1381 -0.36
O 3.3537 3.2973 -1.3361 -0.02
H 3.4717 1.7953 -4.9901 0.04
H 3.9737 0.6013 -4.1261 0.14
H 5.2057 1.5353 -4.7051 0.05
H 4.9207 4.6513 -3.0051 0.07
H 3.3767 4.6563 -3.7101 0.08
H 4.8077 4.2953 -4.7571 0.13
H 4.2237 1.4543 -1.8881 0.14
C -0.5903 -5.6017 -5.5481 -0.02
N -1.2393 -4.2197 -5.2251 -0.15
C -1.0043 -3.1287 -6.1631 -0.05
C -1.6873 -4.0067 -3.9751 -0.28
O -2.1853 -2.8797 -3.7201 -0.04
H -0.9763 -6.4007 -4.8961 0.07
H 0.4767 -5.4247 -5.2241 0.10
H -0.8873 -6.0297 -6.6291 0.13
H -0.6923 -2.1667 -5.9691 0.06
H -1.8883 -2.9927 -6.8881 0.13
H -0.2263 -3.3947 -6.6961 0.02
H -1.7973 -4.8007 -3.3431 0.11
```

## Properties
HOMO = -8.7 eV
LUMO level = -1.313 eV
frontier orbital gap = 7.411 eV

***

2.
ORCA calculation (ωB97M-V with the def2-TZVPD basis set) on a cluster of 10 separate species, C39H64N10O13 in total.

Structure (XYZ):
```
126
Properties=species:S:1:pos:R:3:lowdin_charge:R:1
O 5.1314 -40.9086 6.3315 -0.03
N 4.7385 -41.4218 7.5189 -0.29
O 3.5808 -41.5849 7.9657 0.03
C 5.7882 -42.1576 8.2427 -0.05
C 7.2997 -42.0982 7.7605 0.05
C 8.3064 -42.6569 8.7430 0.02
C 7.8055 -43.2771 10.0699 -0.12
C 6.5361 -43.4361 10.4130 -0.09
C 5.3375 -42.9435 9.5583 0.13
H 7.6578 -41.6036 6.8784 0.08
H 9.4385 -42.4960 8.3848 0.12
H 8.5815 -43.6273 10.6148 0.02
H 6.3493 -43.9423 11.4394 0.11
H 4.4005 -43.2424 9.8063 0.03
O 9.7931 -47.8799 10.2805 0.02
N 10.6338 -46.9415 10.5682 -0.33
O 10.3869 -45.8202 10.0600 0.01
C 11.5121 -47.0047 11.6064 -0.14
C 11.5117 -48.2857 12.5418 0.05
C 12.1146 -48.0610 13.9446 -0.06
C 13.1658 -46.9592 14.2150 -0.08
C 13.3781 -45.9193 13.2118 -0.03
C 12.4872 -45.8161 11.8730 0.12
H 10.9424 -49.1839 12.2435 0.09
H 11.8075 -48.8945 14.8249 0.14
H 13.5786 -46.9328 15.2511 0.10
H 14.1917 -45.2211 13.3369 0.07
H 12.3569 -45.0781 11.1443 0.05
O 9.6023 -43.6229 12.9404 0.05
N 9.9563 -43.9834 14.0499 -0.39
O 10.7394 -43.4389 14.7832 0.08
C 9.3483 -45.2486 14.5768 -0.08
C 9.0574 -45.5078 16.1340 0.02
C 8.5639 -46.8298 16.7546 0.03
C 7.8878 -47.7360 15.6180 -0.11
C 7.6978 -47.4084 14.3757 -0.10
C 8.3698 -46.1108 13.7364 0.08
H 9.5831 -44.6459 16.6094 0.08
H 8.5596 -46.9277 17.8251 0.06
H 7.6151 -48.7038 15.7428 0.06
H 7.1183 -47.7931 13.6221 0.07
H 8.3382 -45.7425 12.5426 0.15
C 1.3638 -43.8082 11.9988 -0.07
N 0.0939 -43.0383 11.7848 -0.19
C -1.0632 -43.7992 11.1627 -0.08
C -0.1030 -41.7624 12.2174 -0.27
O -1.2160 -41.0771 11.9888 -0.11
H 1.6109 -43.6618 12.9696 0.00
H 2.1244 -43.1650 11.4487 0.11
H 1.3270 -44.9784 12.0153 0.13
H -2.1995 -43.7211 11.7432 0.15
H -0.8125 -44.9464 10.8626 0.11
H -1.2634 -43.4329 10.1691 0.04
H 0.9010 -41.3608 12.6894 0.16
C 4.5730 -41.1069 2.4514 -0.01
N 5.9313 -41.8170 2.4396 -0.19
C 6.5781 -41.8078 1.1436 -0.05
C 6.4061 -42.2195 3.5212 -0.35
O 7.5930 -42.6772 3.4630 -0.05
H 4.0767 -41.2395 3.3980 0.06
H 4.0811 -41.8059 1.7728 0.10
H 4.6851 -39.9593 2.5199 0.13
H 6.7175 -42.8229 0.6717 0.11
H 7.5014 -41.1784 1.2948 0.11
H 5.9897 -41.1777 0.4463 0.08
H 5.7462 -42.0472 4.1991 0.06
C 2.0066 -45.2657 8.6233 -0.11
N 2.9903 -45.3465 7.6239 -0.15
C 3.9423 -46.5421 7.8322 0.00
C 2.9925 -44.4790 6.5481 -0.25
O 3.8564 -44.5829 5.6382 -0.02
H 1.1677 -45.9183 8.5689 0.08
H 1.3879 -44.3221 8.7223 0.12
H 2.3933 -45.3418 9.5463 0.01
H 3.3082 -47.5516 7.7040 0.13
H 4.4085 -46.3038 8.7164 0.02
H 4.9562 -46.5508 7.1779 0.13
H 2.3278 -43.9058 6.5961 0.02
C 4.1583 -46.0218 15.3279 -0.07
N 4.1148 -45.4112 14.0081 -0.19
C 4.3550 -44.0249 13.9984 -0.08
C 3.8140 -46.1259 12.8659 -0.22
O 3.7955 -45.5308 11.7141 -0.08
H 3.5146 -45.3490 15.9836 0.11
H 5.0840 -46.3854 15.8034 0.07
H 3.4779 -46.9207 15.3978 0.09
H 4.5232 -43.4039 14.9195 0.12
H 3.4880 -43.4508 13.5948 0.08
H 5.1824 -43.9759 13.4568 0.02
H 3.4355 -47.1445 12.9331 0.13
C 5.0384 -38.1416 8.8088 -0.06
N 6.4502 -38.3090 9.1663 -0.19
C 6.6737 -38.7096 10.5525 -0.05
C 7.4596 -38.2651 8.3212 -0.35
O 8.5702 -38.6228 8.7410 -0.02
H 4.7219 -37.2314 9.3046 0.08
H 4.5057 -39.1187 9.1201 0.11
H 4.6330 -37.9635 7.8206 0.08
H 7.1466 -38.0589 11.2992 0.09
H 6.9805 -39.7156 10.4157 0.07
H 5.7069 -38.7753 11.1540 0.09
H 7.2486 -37.6000 7.3931 0.16
C 11.7285 -44.7729 7.5084 -0.09
N 11.6317 -43.4820 6.8761 -0.24
C 10.9828 -43.5422 5.6708 -0.11
C 12.2032 -42.3765 7.5064 -0.26
O 12.2899 -41.2359 6.9634 -0.02
H 12.5502 -45.5920 6.8629 0.18
H 10.8738 -45.1936 7.8606 0.02
H 12.2377 -44.6269 8.4796 0.05
H 10.0108 -43.0368 5.7388 0.08
H 10.7456 -44.5004 5.0349 0.14
H 11.5594 -42.7951 4.9816 0.12
H 12.6041 -42.5446 8.4557 0.10
C 6.5609 -38.8897 14.3496 -0.04
N 6.2369 -40.1265 13.5049 -0.15
C 7.4658 -40.7703 13.1375 -0.06
C 5.0100 -40.4227 13.1692 -0.32
O 4.7859 -41.4241 12.4374 -0.04
H 5.7513 -38.3117 15.0190 0.12
H 6.8930 -37.9901 13.7786 0.08
H 7.2366 -39.1992 15.1738 0.08
H 8.3001 -40.2104 13.0606 0.05
H 7.3507 -41.4072 12.1692 0.11
H 7.8198 -41.5386 13.9040 0.11
H 4.2433 -40.0043 13.6440 0.10
```

## Properties
HOMO = -8.4 eV
LUMO level = -1.970 eV
frontier orbital gap = 6.466 eV

***

Comparing the structures above, 1 comes out on top by 0.1410 hartree.